# 1
The following is a quantum chemistry calculation of 3 unconnected molecules or ions with the total composition C4H15NO3 at a distorted geometry, from the OMol25 dataset.

XYZ file:
```
23
Properties=species:S:1:pos:R:3:nbo_charge:R:1
C 1.623 1.202 -0.092 -0.641
C 1.228 -0.103 0.554 -0.018
N 1.453 -1.162 -0.314 -0.880
C -0.303 0.279 0.662 -0.414
C -1.049 -0.753 1.594 -0.063
O -0.977 -2.107 0.932 -0.777
H 2.672 0.998 -0.470 0.201
H 2.073 1.898 0.576 0.231
H 1.033 1.482 -0.896 0.223
H 1.709 -0.348 1.705 0.162
H 2.239 -1.767 -0.231 0.380
H 0.795 -1.823 0.165 0.394
H -0.365 1.104 1.282 0.211
H -0.844 0.408 -0.123 0.187
H -0.684 -0.974 2.532 0.184
H -2.134 -0.338 1.647 0.162
H -1.963 -2.341 0.693 0.488
O -0.887 -1.417 -1.880 -0.954
H -1.303 -1.041 -1.253 0.428
H 0.072 -1.557 -1.536 0.493
O -0.657 3.789 -1.096 -0.897
H -1.035 2.902 -1.417 0.452
H -1.260 3.663 -0.433 0.448
```

For the lowest unoccupied orbital energy, the calculation gives 0.410 eV. As for the spin multiplicity: 1. The value obtained for the relative energy (zero: lowest compared OMol25 entry of this formula, charge and spin) is 108.2 kcal/mol. The value obtained for the highest occupied orbital energy is -9.87 eV. The frontier orbital gap is 10.28 eV.

***

# 2
The following is a quantum chemistry calculation of a molecular structure, C16H30FO7Ti at a distorted geometry, from the OMol25 dataset.

XYZ file:
```
55
Properties=species:S:1:pos:R:3:lowdin_spin:R:1
Ti -0.496 -1.214 -0.019 1.854
F -1.494 -2.853 0.860 0.032
C 1.010 -1.591 3.436 0.008
C 1.625 -0.290 3.898 0.001
C 2.284 -0.337 5.267 0.000
O 3.684 -0.232 5.008 0.000
C 3.869 0.141 3.723 0.000
O 4.903 0.468 3.236 0.000
O 2.712 0.059 3.029 0.001
H 0.441 -1.424 2.519 0.008
H 0.211 -1.899 4.116 0.000
H 1.764 -2.359 3.283 0.000
H 0.852 0.481 3.889 0.000
H 2.137 -1.295 5.771 0.000
H 1.896 0.434 5.934 0.000
C 2.623 0.507 -2.254 0.002
C 2.669 0.216 -0.772 0.006
O 1.665 -0.135 -0.198 0.027
C 3.973 0.471 -0.089 0.001
H 3.035 1.487 -2.497 0.000
H 1.598 0.521 -2.626 0.000
H 3.181 -0.262 -2.792 0.000
H 4.220 1.525 0.037 0.000
H 4.798 -0.054 -0.568 0.000
H 3.901 0.103 0.938 0.000
C 1.084 -2.553 -3.937 0.005
C -0.115 -1.863 -3.337 0.039
O -0.203 -1.728 -2.133 0.024
C -1.076 -1.217 -4.291 0.006
H 1.955 -2.488 -3.290 0.001
H 1.336 -2.245 -4.949 0.000
H 0.828 -3.619 -3.998 0.002
H -1.946 -0.849 -3.752 0.000
H -1.340 -1.901 -5.098 0.001
H -0.668 -0.320 -4.766 0.003
C -3.929 -0.850 -0.211 0.006
C -3.619 0.139 -1.286 0.004
O -2.500 0.287 -1.749 0.026
C -4.738 1.067 -1.722 0.002
H -3.219 -1.682 -0.195 0.003
H -4.947 -1.201 -0.382 0.000
H -3.776 -0.405 0.776 0.001
H -5.652 0.524 -1.967 0.000
H -4.459 1.678 -2.576 0.000
H -4.927 1.729 -0.872 0.001
C -0.812 2.744 -0.411 0.079
C -1.307 1.938 0.758 0.474
O -0.905 0.721 0.947 0.215
C -2.300 2.557 1.704 0.080
H 0.273 2.916 -0.432 0.022
H -1.282 3.732 -0.396 -0.001
H -1.114 2.291 -1.365 0.021
H -2.988 3.217 1.163 0.011
H -1.818 3.157 2.488 0.029
H -2.897 1.757 2.150 0.005
```

For the lowest unoccupied orbital energy (alpha / beta), the calculation gives 0.276 / 0.234 eV. As for the spin multiplicity: 4. The value obtained for the relative energy (zero: lowest compared OMol25 entry of this formula, charge and spin) is 14.0 kcal/mol. The value obtained for the highest occupied orbital energy (alpha / beta) is -4.05 / -8.36 eV. The frontier orbital gap (alpha / beta) is 4.32 / 8.60 eV.

***

# 3
The following is a quantum chemistry calculation of 2 unconnected molecules or ions with the total composition C17H18BrN2O6P at a distorted geometry, from the OMol25 dataset.

XYZ file:
```
45
Properties=species:S:1:pos:R:3:nbo_charge:R:1
C -3.508 3.920 0.466 -0.725
C -1.874 3.639 0.242 0.795
O -1.108 4.685 -0.072 -0.536
O -1.433 2.255 0.469 -0.544
C -0.418 1.817 -0.499 0.795
O -0.216 2.301 -1.726 -0.536
C 0.541 0.543 -0.035 -0.549
C 1.661 0.110 -1.150 0.057
C 1.529 -1.180 -1.939 -0.468
P 0.093 -2.427 -1.762 1.051
O -1.448 -1.612 -1.827 -0.981
Br 0.421 -3.377 0.326 -0.244
C 2.740 -1.580 -3.021 0.525
O 2.496 -2.077 -4.253 -0.513
C 4.282 -1.259 -2.457 -0.003
C 5.507 -2.320 -2.703 -0.468
C 5.266 -3.556 -1.602 -0.222
N 4.991 -2.829 -0.268 -0.870
C 4.412 0.044 -1.689 -0.276
C 3.044 0.987 -1.490 0.504
O 3.066 2.333 -1.575 -0.485
H -3.775 3.705 1.609 0.267
H -4.118 3.149 -0.179 0.238
H -3.745 5.044 0.216 0.256
H 1.136 0.797 0.964 0.272
H -0.182 -0.349 0.235 0.276
H -1.411 -0.986 -2.611 0.508
H 6.582 -1.890 -2.510 0.235
H 5.423 -2.845 -3.770 0.259
H 4.251 -4.130 -1.840 0.206
H 6.191 -4.267 -1.503 0.197
H 5.715 -2.090 -0.128 0.353
H 4.954 -3.508 0.524 0.372
H 5.453 0.319 -1.231 0.251
C -6.069 -0.011 3.741 -0.162
C -5.364 0.828 4.598 -0.262
C -4.283 1.528 4.087 0.031
N -3.870 1.440 2.803 -0.430
C -4.572 0.616 1.996 0.030
C -5.668 -0.121 2.414 -0.261
H -6.923 -0.575 4.105 0.219
H -5.651 0.936 5.638 0.223
H -3.703 2.199 4.714 0.196
H -4.218 0.561 0.971 0.196
H -6.197 -0.767 1.721 0.224
```

For the lowest unoccupied orbital energy, the calculation gives -1.777 eV. As for the spin multiplicity: 1. The value obtained for the highest occupied orbital energy is -9.06 eV. The frontier orbital gap is 7.28 eV.

***

# 4
The following is a quantum chemistry calculation of 7 unconnected molecules or ions with the total composition C23H42O19 at a distorted geometry, from the OMol25 dataset.

XYZ file:
```
84
Properties=species:S:1:pos:R:3:mulliken_charge:R:1
C 23.620 4.430 0.718 -0.681
O 22.584 3.472 0.533 -0.306
C 22.949 2.201 0.196 0.756
O 24.055 1.709 0.271 -0.550
O 21.837 1.425 0.016 -0.327
C 21.919 0.054 -0.212 -0.829
H 24.184 4.054 1.571 0.344
H 23.122 5.378 0.919 0.219
H 24.230 4.549 -0.178 0.305
H 22.172 -0.188 -1.244 0.360
H 21.008 -0.439 0.129 0.283
H 22.600 -0.461 0.465 0.469
C 20.274 -2.843 -3.352 -0.748
O 21.357 -2.328 -2.634 -0.221
C 22.588 -3.016 -2.709 0.682
O 22.840 -4.117 -3.197 -0.584
O 23.536 -2.187 -2.236 -0.205
C 24.825 -2.574 -1.996 -0.824
H 19.822 -2.245 -4.144 0.162
H 19.525 -3.225 -2.658 0.275
H 20.537 -3.782 -3.840 0.442
H 25.012 -2.673 -0.927 0.298
H 25.620 -1.991 -2.461 0.276
H 25.006 -3.613 -2.270 0.359
C 15.465 -0.060 -13.021 -0.638
O 16.786 0.075 -12.579 -0.329
C 17.035 1.054 -11.586 0.854
O 16.153 1.854 -11.186 -0.624
O 18.267 1.027 -11.190 -0.281
C 18.813 1.929 -10.227 -0.537
H 14.861 0.110 -12.130 0.293
H 15.274 -0.995 -13.548 0.230
H 15.260 0.742 -13.730 0.284
H 18.681 2.925 -10.649 0.479
H 19.879 1.702 -10.235 0.229
H 18.300 1.938 -9.266 0.081
C 19.423 4.199 -6.762 -0.855
O 19.493 4.364 -5.316 -0.252
C 20.624 4.797 -4.907 0.735
O 21.602 5.342 -5.526 -0.625
O 20.611 4.445 -3.617 -0.236
C 21.481 5.140 -2.802 -0.726
H 19.736 5.111 -7.271 0.539
H 18.439 3.973 -7.173 0.256
H 20.150 3.498 -7.170 0.298
H 21.102 6.162 -2.771 0.373
H 22.518 5.093 -3.135 0.341
H 21.417 4.725 -1.796 0.155
C 17.323 0.816 -6.489 -0.723
O 18.122 1.360 -5.523 -0.195
C 18.412 0.643 -4.422 0.666
O 17.882 -0.418 -4.001 -0.660
O 19.413 1.283 -3.759 -0.228
C 19.820 0.847 -2.470 -0.207
H 16.402 0.352 -6.138 0.373
H 18.013 0.195 -7.059 0.220
H 17.068 1.643 -7.152 0.196
H 20.722 1.448 -2.355 0.199
H 19.967 -0.233 -2.454 -0.043
H 19.202 1.046 -1.594 0.341
O 16.841 -1.100 -8.820 -0.228
C 15.893 -1.749 -8.539 0.246
C 14.738 -1.317 -7.707 -0.119
C 13.814 -2.492 -7.725 -0.802
C 14.647 -3.604 -8.391 -0.458
O 15.860 -3.046 -8.805 -0.331
H 15.061 -1.276 -6.667 0.082
H 14.232 -0.409 -8.035 0.377
H 13.333 -2.775 -6.789 0.344
H 12.923 -2.238 -8.301 0.275
H 15.077 -4.270 -7.643 0.379
H 13.968 -4.068 -9.106 0.264
O 18.619 -3.640 -7.093 -0.620
C 19.308 -3.130 -7.947 0.653
C 19.441 -3.445 -9.436 -0.572
C 19.827 -1.999 -9.953 0.105
C 20.670 -1.436 -8.822 -0.387
O 19.914 -1.974 -7.686 -0.348
H 20.203 -4.213 -9.569 0.360
H 18.534 -3.866 -9.870 0.204
H 20.292 -2.008 -10.939 0.456
H 18.943 -1.368 -10.044 -0.295
H 21.676 -1.839 -8.707 0.292
H 20.658 -0.363 -8.629 0.186
```

For the lowest unoccupied orbital energy, the calculation gives 0.519 eV. As for the spin multiplicity: 1. The value obtained for the relative energy (zero: lowest compared OMol25 entry of this formula, charge and spin) is 16.7 kcal/mol. The value obtained for the highest occupied orbital energy is -9.86 eV. The frontier orbital gap is 10.38 eV.

***

# 5
The following is a quantum chemistry calculation of 2 unconnected molecules or ions with the total composition C4H13NO2 at a distorted geometry, from the OMol25 dataset.

XYZ file:
```
20
Properties=species:S:1:pos:R:3:nbo_charge:R:1
C -1.070 -0.716 -1.413 -0.653
C -0.183 -1.226 -0.214 -0.027
C -0.993 -2.053 0.780 -0.643
N 0.641 -0.138 0.315 -0.666
C 0.273 0.763 1.372 0.088
O -0.104 1.973 0.745 -0.746
H -0.463 -0.165 -2.113 0.209
H -1.247 -1.518 -2.163 0.217
H -1.805 -0.136 -0.814 0.218
H 0.586 -1.846 -0.704 0.180
H -0.354 -2.414 1.574 0.215
H -1.601 -1.427 1.433 0.209
H -1.353 -2.946 0.261 0.231
H 0.928 0.516 -0.433 0.393
H -0.545 0.387 1.991 0.158
H 1.242 0.941 1.892 0.148
H 0.014 2.671 1.412 0.464
O 2.211 2.188 -1.492 -0.946
H 2.299 2.376 -0.563 0.474
H 1.523 2.769 -1.865 0.479
```

For the lowest unoccupied orbital energy, the calculation gives 0.662 eV. As for the spin multiplicity: 1. The value obtained for the relative energy (zero: lowest compared OMol25 entry of this formula, charge and spin) is 40.8 kcal/mol. The value obtained for the highest occupied orbital energy is -8.35 eV. The frontier orbital gap is 9.01 eV.